{
  "formula": "C5H8N2",
  "method": "ωB97M-V/def2-TZVPD",
  "lumo_ev": 1.1,
  "homo_ev": -9.45,
  "de_lowest_kcal_mol": 54.9,
  "charge": 0,
  "orbital_gap_ev": 10.50,
  "elements": ["C", "N", "C", "C", "C", "C", "N", "H", "H", "H", "H", "H", "H", "H", "H"],
  "positions_angstrom": [[2.69, -0.21, 0.60], [1.32, -0.34, 0.16], [0.82, 0.62, -0.50], [-0.56, 0.57, -1.06], [-1.60, -0.26, -0.48], [-2.64, -0.46, 0.56], [-1.09, -0.79, -1.49], [3.13, 0.79, 0.39], [3.31, -0.96, 0.09], [2.76, -0.41, 1.67], [1.39, 1.54, -0.71], [-0.83, 1.41, -1.70], [-3.43, 0.28, 0.42], [-2.21, -0.31, 1.55], [-3.06, -1.46, 0.49]]
}

=====

{
  "formula": "C5H8N2",
  "method": "ωB97M-V/def2-TZVPD",
  "lumo_ev": 0.9,
  "homo_ev": -7.41,
  "de_lowest_kcal_mol": 10.7,
  "charge": 0,
  "orbital_gap_ev": 8.35,
  "elements": ["C", "N", "C", "C", "C", "C", "N", "H", "H", "H", "H", "H", "H", "H", "H"],
  "positions_angstrom": [[-1.31, -1.28, 0.46], [-0.12, -0.58, 0.02], [1.18, -1.02, 0.24], [2.04, 0.01, 0.00], [1.25, 1.14, -0.36], [-0.06, 0.74, -0.35], [-1.22, 1.44, -0.75], [-2.13, -0.57, 0.59], [-1.62, -2.05, -0.25], [-1.12, -1.75, 1.43], [1.35, -2.04, 0.55], [3.12, -0.04, 0.04], [1.60, 2.14, -0.58], [-1.97, 1.46, -0.07], [-0.97, 2.39, -0.99]]
}